No. 1
{
  "formula": "C22H38AsN4O3OsSSi",
  "method": "ωB97M-V with the def2-TZVPD basis set",
  "symbols": ["Os", "C", "C", "O", "C", "C", "C", "N", "N", "C", "O", "C", "C", "C", "C", "C", "C", "H", "H", "H", "H", "H", "H", "H", "H", "H", "H", "H", "H", "C", "Si", "C", "C", "C", "H", "H", "H", "H", "H", "H", "H", "H", "H", "H", "H", "C", "As", "C", "C", "O", "H", "H", "H", "H", "H", "H", "H", "H", "H", "S", "C", "N", "C", "C", "N", "H", "H", "H", "H", "H", "H"],
  "xyz": [[-0.0179, 0.2754, 0.6222], [3.0805, 0.4301, 3.5637], [2.1427, 1.0219, 2.5529], [1.7573, 0.2170, 1.6253], [1.7524, 2.3395, 2.6608], [0.9267, 2.9944, 1.7458], [0.8817, 4.4886, 1.7345], [0.2336, 2.3139, 0.8320], [-0.3555, 3.1007, -0.1287], [-0.6110, 2.3740, -1.1670], [-0.2682, 1.1101, -1.2441], [-1.2902, 3.0362, -2.3126], [-2.0421, 2.3010, -3.2214], [-2.7180, 2.9324, -4.2552], [-2.6248, 4.3082, -4.4017], [-1.8561, 5.0463, -3.5114], [-1.1965, 4.4172, -2.4683], [2.4956, -0.1425, 4.2884], [3.6312, 1.2003, 4.0982], [3.7849, -0.2459, 3.0782], [2.2039, 2.9363, 3.4391], [1.3860, 4.8940, 2.6080], [-0.1469, 4.8420, 1.6914], [1.3753, 4.8547, 0.8330], [-2.0981, 1.2313, -3.1129], [-3.3141, 2.3527, -4.9485], [-3.1547, 4.8055, -5.2035], [-1.7752, 6.1189, -3.6290], [-0.6031, 4.9889, -1.7685], [1.9407, -0.6679, -2.7844], [1.8568, -1.8832, -1.3701], [1.6811, -3.6192, -2.0538], [3.3968, -1.8328, -0.2976], [0.3222, -1.5991, -0.3140], [2.9729, -0.4709, -3.0844], [1.4798, 0.2836, -2.5207], [1.4191, -1.0686, -3.6578], [2.5677, -3.9130, -2.6240], [0.8253, -3.6864, -2.7310], [1.5439, -4.3547, -1.2572], [4.2972, -1.7726, -0.9138], [3.4809, -2.7453, 0.3025], [3.3996, -0.9666, 0.3670], [0.2740, -2.4014, 0.4298], [-0.5280, -1.7502, -0.9832], [-3.5132, -2.1889, 0.2472], [-3.0217, -0.6038, -0.6946], [-2.3537, -1.1569, -2.4098], [-4.5809, 0.4616, -0.9244], [-2.0059, 0.2987, 0.3305], [-4.3287, -2.6996, -0.2636], [-3.8184, -1.9009, 1.2510], [-2.6416, -2.8380, 0.3109], [-3.1378, -1.0080, -3.1516], [-2.1005, -2.2138, -2.3559], [-1.4672, -0.5799, -2.6573], [-5.2218, 0.0191, -1.6852], [-4.2828, 1.4659, -1.2213], [-5.1080, 0.5078, 0.0265], [-0.7500, -0.9434, 2.5780], [0.4111, -2.0918, 3.0879], [1.6150, -2.3168, 2.5933], [2.3524, -3.3387, 3.3331], [1.3214, -3.7984, 4.3895], [0.1841, -2.9199, 4.1126], [1.9895, -1.7648, 1.8344], [3.2417, -2.9111, 3.7954], [2.6612, -4.1465, 2.6724], [1.6855, -3.6527, 5.4048], [1.0447, -4.8444, 4.2700], [-0.6839, -2.9299, 4.6180]],
  "charge": 1,
  "de_lowest_ev": 1.431,
  "e_lumo_ev": [-3.47, -3.40],
  "mol_weight_da": 731.88
}

---

No. 2
{
  "formula": "C57H92As2BN12Tl",
  "method": "ωB97M-V with the def2-TZVPD basis set",
  "symbols": ["Tl", "C", "C", "C", "C", "C", "C", "C", "C", "C", "N", "N", "B", "N", "N", "C", "C", "C", "C", "C", "C", "C", "C", "C", "N", "N", "C", "C", "C", "C", "C", "C", "C", "C", "C", "H", "H", "H", "H", "H", "H", "H", "H", "H", "H", "H", "H", "H", "H", "H", "H", "H", "H", "H", "H", "H", "H", "H", "H", "H", "H", "H", "H", "H", "H", "H", "H", "H", "H", "H", "H", "H", "H", "H", "H", "H", "H", "H", "H", "H", "H", "C", "N", "C", "C", "N", "C", "C", "C", "C", "C", "C", "C", "C", "C", "N", "C", "N", "C", "C", "N", "C", "C", "C", "N", "C", "C", "H", "H", "H", "H", "H", "H", "H", "H", "H", "H", "H", "H", "H", "H", "H", "H", "H", "H", "H", "H", "H", "H", "H", "H", "H", "H", "H", "H", "H", "H", "C", "As", "C", "C", "C", "C", "C", "C", "C", "As", "C", "C", "H", "H", "H", "H", "H", "H", "H", "H", "H", "H", "H", "H", "H", "H", "H", "H"],
  "xyz": [[0.2392, -0.4474, 0.2932], [-1.6600, 2.7286, 1.4270], [-2.7214, 1.7207, 1.8530], [-3.8964, 2.4375, 2.5147], [-2.1903, 0.6124, 2.7264], [-2.7676, 0.1617, 3.9106], [-2.0282, -0.9356, 4.3057], [-2.4405, -1.7980, 5.4752], [-1.4377, -1.9486, 6.6259], [-3.0254, -3.1247, 4.9638], [-1.0476, -1.1185, 3.3836], [-1.1556, -0.1693, 2.4046], [0.1028, -2.1832, 3.4120], [1.5143, -1.5348, 3.2744], [1.9442, -0.9804, 2.1072], [3.2290, -0.6688, 2.2798], [3.6282, -0.9827, 3.5814], [2.5089, -1.5090, 4.1955], [2.4161, -1.9711, 5.6224], [2.4687, -0.7678, 6.5707], [3.5213, -2.9802, 5.9453], [4.1516, -0.1287, 1.2158], [3.6050, -0.2206, -0.2031], [4.6386, 1.2919, 1.5219], [-0.0812, -3.2846, 2.3240], [-0.2160, -2.9146, 1.0100], [-0.3691, -4.0397, 0.3149], [-0.2825, -5.1399, 1.1583], [-0.0428, -4.6428, 2.4242], [0.3141, -5.6200, 3.5465], [0.4269, -5.1970, 5.0070], [1.6354, -6.3078, 3.1639], [-0.4551, -4.1361, -1.1856], [0.9576, -4.1960, -1.7870], [-1.3004, -3.0492, -1.8421], [-2.0886, 3.4548, 0.7239], [-1.3028, 3.2871, 2.3007], [-0.8144, 2.2573, 0.9299], [-3.1021, 1.2445, 0.9494], [-3.5945, 2.8711, 3.4718], [-4.2481, 3.2521, 1.8754], [-4.7378, 1.7664, 2.6969], [-3.6256, 0.5588, 4.4303], [-3.2763, -1.2410, 5.8986], [-0.6204, -2.6226, 6.3937], [-1.0146, -0.9779, 6.8985], [-1.9540, -2.3465, 7.5022], [-2.3486, -3.6208, 4.2691], [-3.2391, -3.8018, 5.7944], [-3.9598, -2.9415, 4.4297], [0.0433, -2.7056, 4.4652], [4.6064, -0.8425, 4.0212], [1.4609, -2.4588, 5.7659], [3.4049, -0.2174, 6.4423], [1.6390, -0.0814, 6.3837], [2.4105, -1.0991, 7.6095], [4.5059, -2.5056, 5.9144], [3.3779, -3.3873, 6.9482], [3.5242, -3.8092, 5.2338], [5.0336, -0.7722, 1.2582], [2.8159, 0.5207, -0.3789], [4.4059, -0.0248, -0.9219], [3.1982, -1.2140, -0.4067], [3.8472, 2.0261, 1.3332], [4.9559, 1.3930, 2.5611], [5.4894, 1.5445, 0.8840], [-0.3517, -6.1823, 0.8804], [-0.4721, -6.3760, 3.4948], [1.3075, -4.5772, 5.1723], [-0.4478, -4.6784, 5.3771], [0.5542, -6.0997, 5.6089], [2.4501, -5.5771, 3.1606], [1.8780, -7.0836, 3.8934], [1.5889, -6.7664, 2.1774], [-0.9405, -5.0930, -1.3890], [1.5592, -3.3572, -1.4256], [1.4652, -5.1122, -1.4852], [0.9259, -4.1669, -2.8820], [-0.8467, -2.0630, -1.7094], [-1.3851, -3.2370, -2.9148], [-2.3051, -3.0192, -1.4124], [-2.8180, -0.1459, -1.3895], [-3.1873, 1.2479, -1.6440], [-4.5766, 1.5793, -1.3308], [-2.3207, 2.1650, -2.0901], [-1.0052, 2.0642, -1.8759], [-0.1487, 2.4442, -2.8139], [-0.5069, 2.2568, -4.2242], [0.1707, 2.9123, -5.2556], [1.3697, 3.5018, -4.9758], [1.9063, 3.4720, -3.6594], [3.2041, 3.9734, -3.5006], [3.8109, 4.0235, -2.2392], [3.0705, 3.7026, -1.1419], [1.6840, 3.2815, -1.2255], [0.9746, 3.1865, -0.1175], [1.2771, 3.9690, 0.9481], [1.4656, 5.3114, 0.7853], [0.9314, 6.0076, -0.3787], [2.5459, 6.0150, 1.4814], [1.2756, 3.4873, 2.1845], [1.3812, 2.0599, 2.4751], [1.0214, 4.3146, 3.3633], [1.1418, 3.0046, -2.5436], [-2.8431, 3.2792, -2.6819], [-3.9444, 3.1945, -3.6408], [-2.1436, 4.5562, -2.6399], [-3.6271, -0.7803, -1.7488], [-2.6849, -0.3364, -0.3228], [-1.9126, -0.4000, -1.9251], [-5.2593, 1.3053, -2.1369], [-4.6754, 2.6410, -1.1182], [-4.8668, 1.0208, -0.4428], [-1.4656, 1.7974, -4.4163], [-0.2259, 2.8969, -6.2637], [1.9498, 3.9772, -5.7580], [3.7379, 4.3165, -4.3787], [4.8384, 4.3474, -2.1330], [3.5155, 3.7653, -0.1555], [0.0086, 5.5350, -0.7016], [1.6366, 6.0362, -1.2154], [0.7078, 7.0336, -0.0894], [3.0707, 5.3453, 2.1553], [2.1698, 6.8665, 2.0487], [3.2618, 6.3832, 0.7423], [1.5931, 1.4970, 1.5789], [0.4449, 1.6914, 2.8987], [2.1845, 1.8837, 3.1916], [0.5855, 5.2661, 3.0790], [1.9310, 4.4832, 3.9387], [0.3153, 3.7789, 3.9969], [-4.1674, 2.1556, -3.8666], [-3.6352, 3.6845, -4.5666], [-4.8483, 3.6863, -3.2806], [-1.4511, 4.5630, -1.8024], [-2.8728, 5.3542, -2.4949], [-1.5936, 4.7606, -3.5641], [2.0326, 0.4561, -5.8055], [0.6421, -0.1477, -4.5882], [1.7836, -1.0078, -3.2777], [-0.0997, -1.6178, -5.6419], [0.8069, -2.5176, -6.2083], [0.3547, -3.5648, -6.9941], [-1.0063, -3.7190, -7.2262], [-1.9076, -2.8314, -6.6618], [-1.4724, -1.7705, -5.8636], [-2.7844, -0.5509, -5.0783], [-3.5516, 0.1280, -6.7502], [-4.1938, -1.8402, -4.6254], [2.6651, -0.3976, -6.0417], [2.6440, 1.2162, -5.3261], [1.6074, 0.8493, -6.7259], [2.2129, -1.8963, -3.7400], [1.2227, -1.2881, -2.3941], [2.5716, -0.3082, -3.0047], [1.8702, -2.4284, -6.0208], [1.0652, -4.2624, -7.4216], [-1.3615, -4.5345, -7.8432], [-2.9675, -2.9739, -6.8389], [-3.7500, -0.6980, -7.4319], [-2.8704, 0.8282, -7.2329], [-4.4883, 0.6394, -6.5313], [-4.9627, -1.8395, -5.3975], [-4.6502, -1.5760, -3.6743], [-3.7704, -2.8395, -4.5372]],
  "charge": 2,
  "de_lowest_ev": 0.258,
  "e_lumo_ev": [-7.30, -7.22],
  "mol_weight_da": 1310.49
}

---

No. 3
{
  "formula": "C11H14N2S2",
  "method": "ωB97M-V with the def2-TZVPD basis set",
  "symbols": ["C", "C", "C", "C", "C", "C", "C", "C", "C", "C", "C", "N", "N", "S", "S", "H", "H", "H", "H", "H", "H", "H", "H", "H", "H", "H", "H", "H", "H"],
  "xyz": [[0.8389, -2.0386, 3.8234], [2.0108, -1.2401, 3.9839], [0.0182, -1.9469, 2.7216], [2.4129, -0.3955, 2.9549], [0.3345, -1.0932, 1.7018], [1.5209, -0.2690, 1.8657], [0.1355, 0.0631, -0.1421], [-1.2273, -0.9759, -2.1247], [0.4171, 1.3022, -2.6744], [-2.1932, -1.1643, -3.3270], [0.8598, 2.7414, -2.1975], [-0.3416, -0.9398, 0.5679], [-1.5034, 1.8797, 0.2922], [1.5455, 0.7786, 0.4630], [-0.8138, 0.6360, -1.6099], [0.6389, -2.7803, 4.6368], [2.7740, -1.4481, 4.7581], [-0.8728, -2.6941, 2.4914], [3.3715, 0.1655, 2.9377], [-1.2671, -1.4802, -1.1653], [-0.1358, 1.2325, -3.6655], [-1.8416, -0.4156, -4.0271], [-2.3439, -2.2023, -3.4955], [-3.0798, -0.7751, -2.9791], [1.8648, 3.0280, -2.5144], [0.1158, 3.4971, -2.5411], [1.0369, 2.6884, -1.0766], [-2.1818, 1.2941, 0.6425], [-2.0940, 2.5525, -0.3007]],
  "charge": 0,
  "de_lowest_ev": 6.703,
  "e_lumo_ev": [-0.55, -0.64],
  "mol_weight_da": 238.38
}

---

No. 4
{
  "formula": "H2N2O3S2",
  "method": "ωB97M-V with the def2-TZVPD basis set",
  "symbols": ["N", "N", "O", "O", "O", "S", "S", "H", "H"],
  "xyz": [[-2.2737, 1.2094, 0.2545], [2.3013, -1.2531, -0.1373], [-0.5790, 0.6525, -1.6784], [-0.8617, -0.9781, 0.1215], [0.9015, 0.8811, 0.5267], [-1.0851, 0.4127, -0.3245], [2.1048, 0.2366, -0.0982], [-2.1155, 0.7803, 1.1450], [1.6073, -1.9414, 0.1908]],
  "charge": 0,
  "de_lowest_ev": 0.914,
  "e_lumo_ev": -1.82,
  "mol_weight_da": 142.16
}

---

No. 5
{
  "formula": "C2H3ClO2S",
  "method": "ωB97M-V with the def2-TZVPD basis set",
  "symbols": ["O", "S", "O", "C", "C", "Cl", "H", "H", "H"],
  "xyz": [[1.1210, -1.4194, 1.3388], [0.9216, -0.1233, 0.7397], [1.8426, 0.9219, 0.9777], [0.1535, -0.1942, -0.8475], [-0.9010, 0.1711, 0.3033], [-1.8507, 1.5828, -0.0389], [-0.1600, -0.9636, -1.5213], [0.2945, 0.6069, -1.6632], [-1.4214, -0.5822, 0.7114]],
  "charge": 0,
  "de_lowest_ev": 2.640,
  "e_lumo_ev": 0.56,
  "smiles": "O=S1(=O)C[C@@H]1Cl",
  "mol_weight_da": 126.56
}

---

No. 6
{
  "formula": "C4H5NO",
  "method": "ωB97M-V with the def2-TZVPD basis set",
  "symbols": ["C", "C", "C", "C", "N", "O", "H", "H", "H", "H", "H"],
  "xyz": [[-2.4294, 0.1414, 0.1910], [-0.9832, -0.0576, 0.1182], [0.2059, -0.2532, 0.0638], [1.6268, -0.6074, 0.0313], [2.4481, 0.3963, -0.3834], [2.0287, -1.7125, 0.3438], [-2.9306, -0.4362, -0.5923], [-2.6974, 1.1947, 0.0649], [-2.8116, -0.1999, 1.1581], [3.4402, 0.2169, -0.4009], [2.1026, 1.3175, -0.5946]],
  "charge": 0,
  "de_lowest_ev": 1.145,
  "e_lumo_ev": 0.84,
  "smiles": "CC#CC(N)=O",
  "mol_weight_da": 83.09
}

---

No. 7
{
  "formula": "C4H9NO",
  "method": "ωB97M-V with the def2-TZVPD basis set",
  "symbols": ["C", "N", "C", "C", "C", "O", "H", "H", "H", "H", "H", "H", "H", "H", "H"],
  "xyz": [[0.6470, 1.3508, -0.6699], [0.0059, 0.1043, -0.2202], [0.1482, -1.3275, -0.8471], [-1.1335, 0.2937, 0.7239], [-0.0121, -0.3332, 1.4915], [0.1580, -1.5538, 1.5643], [0.1352, 1.7810, -1.5380], [1.6988, 1.1831, -0.9059], [0.6307, 2.1370, 0.1113], [0.5614, -1.1358, -1.8242], [0.7745, -2.1292, -0.3719], [-0.8435, -1.7993, -0.9119], [-2.0091, -0.3083, 0.4811], [-1.4139, 1.3404, 0.9286], [0.6525, 0.3969, 1.9886]],
  "charge": 0,
  "de_lowest_ev": 3.522,
  "e_lumo_ev": 0.83,
  "smiles": "C[N+]1(C)C[C@H]1[O-]",
  "mol_weight_da": 87.12
}

---

No. 8
{
  "formula": "C12H20N3O4",
  "method": "ωB97M-V with the def2-TZVPD basis set",
  "symbols": ["O", "N", "O", "C", "C", "C", "C", "C", "C", "C", "O", "C", "N", "N", "H", "H", "H", "H", "H", "H", "H", "H", "H", "H", "H", "H", "C", "C", "C", "O", "C", "H", "H", "H", "H", "H", "H", "H", "H"],
  "xyz": [[4.0592, -4.1403, 0.9570], [4.5551, -3.1074, 1.0646], [4.6139, -2.4356, -0.2174], [5.0421, -1.0984, -0.0185], [4.0317, -0.3173, 0.7883], [2.8918, 0.2479, 0.2342], [2.0367, 0.9496, 1.0424], [0.8013, 1.6160, 0.5417], [-0.4830, 0.7392, 0.6487], [-0.2832, -0.7639, 0.6277], [0.1388, -1.2453, 1.9055], [2.3925, 1.0359, 2.4146], [3.4602, 0.4949, 2.9335], [4.2425, -0.1567, 2.0902], [6.0306, -1.0545, 0.4487], [5.0983, -0.6553, -1.0121], [2.6969, 0.1331, -0.8248], [0.9594, 1.9352, -0.4896], [0.6514, 2.5200, 1.1357], [-0.9932, 0.9992, 1.5775], [-1.1504, 1.0305, -0.1648], [-1.2518, -1.2202, 0.4100], [0.4013, -1.0918, -0.1622], [1.0194, -1.6224, 1.8466], [1.7554, 1.5737, 3.1079], [5.0672, -0.5635, 2.5201], [-4.7050, 0.5242, -2.8392], [-5.2970, -0.1390, -1.5971], [-4.1096, -0.1272, -0.6456], [-3.3417, 1.0370, -0.9757], [-3.8011, 1.5811, -2.2211], [-5.4523, 0.9514, -3.5048], [-4.1146, -0.1977, -3.4074], [-6.1090, 0.4698, -1.1960], [-5.6799, -1.1419, -1.7759], [-3.4844, -1.0168, -0.7861], [-4.4014, -0.0708, 0.4035], [-4.3512, 2.5047, -2.0188], [-2.9367, 1.8226, -2.8410]],
  "charge": 1,
  "de_lowest_ev": 0.000,
  "e_lumo_ev": -4.84,
  "mol_weight_da": 270.31
}

---

charge of number 2 (C57H92As2BN12Tl)? +2

---

Which value of charge does entry 8 give? +1